Run 1
{"formula": "C5H12S", "method": "the ωB97M-V functional and the def2-TZVPD basis", "homo_lumo_gap_ev": [7.3750, 7.3768], "e_homo_ev": [-7.0, -7.0], "charge": 0, "symbols": ["S", "C", "C", "C", "C", "C", "H", "H", "H", "H", "H", "H", "H", "H", "H", "H", "H", "H"], "coordinates": [[-0.105, -0.183, -0.269], [1.007, 1.341, -0.459], [0.506, -1.304, 0.824], [1.277, -2.480, 0.342], [-2.001, 1.904, -0.107], [-1.541, 0.545, 0.518], [-2.528, 2.423, 0.705], [0.641, -0.820, -1.330], [1.927, -2.250, -0.607], [0.734, -3.238, -0.100], [2.084, -2.856, 1.073], [-2.196, -0.324, 0.381], [-1.074, 2.410, -0.396], [1.110, 1.929, 0.404], [-2.697, 1.631, -0.850], [2.004, 0.834, -0.413], [0.979, 1.845, -1.438], [-0.126, -1.407, 1.721]], "lowdin_charge": [0.836, -0.244, -0.485, -0.234, -0.164, -0.321, 0.072, 0.044, 0.078, 0.018, 0.095, 0.027, 0.039, 0.033, 0.040, 0.053, 0.057, 0.057]}



Run 2
{"formula": "C5H12S", "method": "the ωB97M-V functional and the def2-TZVPD basis", "homo_lumo_gap_ev": 9.3203, "e_homo_ev": -8.4, "charge": 0, "symbols": ["S", "C", "C", "C", "C", "C", "H", "H", "H", "H", "H", "H", "H", "H", "H", "H", "H", "H"], "coordinates": [[-2.785, 0.097, -2.545], [-1.881, 0.838, -1.173], [2.327, 0.301, 2.776], [2.779, 0.758, 1.624], [3.066, -0.118, 0.424], [-3.681, -1.250, -1.749], [-0.958, 0.252, -1.129], [-2.387, 1.014, -0.238], [-3.050, -2.122, -1.618], [-1.446, 1.749, -1.531], [2.187, 0.774, 3.734], [3.273, 0.380, -0.519], [3.964, -0.622, 0.735], [-4.444, -1.552, -2.465], [2.150, -0.646, 0.165], [-4.192, -0.913, -0.862], [2.072, -0.763, 2.819], [3.003, 1.823, 1.553]], "lowdin_charge": [0.724, -0.437, -0.034, -0.253, -0.110, -0.438, 0.020, 0.038, 0.028, 0.013, 0.046, 0.062, 0.071, 0.023, 0.071, 0.029, 0.059, 0.088]}



Which is most stable, and by how much? run 2, by 5.367 eV.



Run 1
{"formula": "C6H12O2", "method": "the ωB97M-V functional and the def2-TZVPD basis", "homo_lumo_gap_ev": 9.6717, "e_homo_ev": -9.0, "charge": 0, "symbols": ["O", "O", "C", "C", "C", "C", "C", "C", "H", "H", "H", "H", "H", "H", "H", "H", "H", "H", "H", "H"], "coordinates": [[-1.494, 1.444, -0.189], [-1.230, -0.686, -1.866], [-0.645, -0.865, -0.560], [1.635, -0.638, 0.637], [0.570, -0.014, -0.235], [1.141, 0.923, -1.273], [-0.788, 0.318, 0.370], [-1.074, 0.121, 1.823], [-1.924, -1.350, -2.026], [1.975, 0.079, 1.391], [0.386, 1.336, -1.948], [-0.645, 0.944, 2.404], [-1.688, 1.265, -1.129], [1.880, 0.402, -1.891], [-0.696, -1.860, -0.126], [1.641, 1.764, -0.780], [1.278, -1.536, 1.153], [-2.154, 0.110, 1.998], [2.500, -0.937, 0.036], [-0.668, -0.818, 2.211]], "lowdin_charge": [0.000, -0.023, -0.190, -0.038, -0.405, -0.023, -0.430, -0.009, 0.107, 0.091, 0.078, 0.091, 0.089, 0.087, 0.150, 0.093, 0.078, 0.089, 0.083, 0.081]}



Run 2
{"formula": "C6H12O2", "method": "the ωB97M-V functional and the def2-TZVPD basis", "homo_lumo_gap_ev": 10.3608, "e_homo_ev": -9.6, "charge": 0, "symbols": ["O", "O", "C", "C", "C", "C", "C", "C", "H", "H", "H", "H", "H", "H", "H", "H", "H", "H", "H", "H"], "coordinates": [[0.542, -0.891, -2.488], [2.290, 0.730, 0.201], [0.205, 1.359, -1.780], [-1.077, -0.635, 1.155], [-1.774, 0.379, 1.995], [0.936, 0.040, -1.784], [2.207, -0.095, -0.945], [-1.418, -1.924, 1.053], [-2.377, -0.084, 2.781], [-2.266, -2.336, 1.589], [3.061, 0.129, -1.590], [0.231, 1.791, -2.783], [-0.831, 1.189, -1.475], [-2.420, 1.002, 1.369], [-0.863, -2.593, 0.399], [1.885, 0.251, 0.946], [-1.035, 1.030, 2.474], [0.656, 2.068, -1.083], [2.284, -1.138, -0.615], [-0.237, -0.275, 0.581]], "lowdin_charge": [0.056, -0.072, -0.013, -0.246, -0.110, -0.422, -0.190, 0.008, 0.075, 0.056, 0.134, 0.091, 0.086, 0.076, 0.054, 0.089, 0.072, 0.074, 0.130, 0.051]}



Run 3
{"formula": "C6H12O2", "method": "the ωB97M-V functional and the def2-TZVPD basis", "homo_lumo_gap_ev": [7.4605, 8.4110], "e_homo_ev": [-7.5, -8.1], "charge": 0, "symbols": ["O", "O", "C", "C", "C", "C", "C", "C", "H", "H", "H", "H", "H", "H", "H", "H", "H", "H", "H", "H"], "coordinates": [[-2.313, 0.220, 0.778], [-1.267, -0.341, 2.684], [0.848, 0.551, -0.757], [0.861, 0.502, 0.609], [2.142, 0.597, -1.510], [-1.428, -0.421, 1.326], [-1.196, -1.942, 0.876], [-0.306, 1.083, -1.534], [-1.555, -2.531, 1.716], [-1.714, -2.216, -0.039], [-0.136, -2.162, 0.764], [1.581, 1.082, 1.174], [-1.870, 0.343, 3.016], [2.082, 0.014, -2.429], [-1.254, 0.824, -1.062], [-0.349, 0.661, -2.537], [-0.256, 2.172, -1.600], [2.335, 1.629, -1.817], [2.992, 0.307, -0.898], [0.804, -0.370, 1.239]], "lowdin_charge": [0.045, 0.045, -0.367, 0.004, -0.070, -0.562, 0.021, -0.061, 0.076, 0.081, 0.062, 0.069, 0.123, 0.086, 0.056, 0.078, 0.098, 0.084, 0.074, 0.056]}



Which is most stable, and by how much? run 1, by 0.269 eV.